No. 1
Entry from the Open Molecules 2025 dataset: a cluster of 4 separate species, C5H16O3 in total at a distorted geometry (wB97M-V/def2-TZVPD).

Computed properties:
E_HOMO = -0.3423 Eh
SMILES = C/C=C/CC.O.O.O
Kohn-Sham gap = 9.8322 eV
Energy relative to the best compared isomer or geometry (same formula, charge and spin) = 0.565 eV

The geometry in XYZ format:
```
24
Properties=species:S:1:pos:R:3:forces:R:3:nbo_charge:R:1
C 2.53705 -0.37459 0.81349 0.05 -0.72 0.29 -0.608
C 2.16039 0.73306 1.78271 0.36 -0.12 -0.56 -0.434
C 0.81628 1.34225 1.54549 0.05 -0.08 0.42 -0.165
C -0.07736 0.99548 0.63197 -0.14 -0.09 -0.07 -0.206
C -1.33935 1.77006 0.43858 -0.46 0.90 0.42 -0.650
H 2.33392 -0.09497 -0.21171 0.08 0.07 -0.30 0.199
H 1.99355 -1.30318 1.02631 -0.23 0.25 -0.09 0.209
H 3.58374 -0.67272 0.90753 0.05 0.32 -0.06 0.212
H 2.87963 1.55345 1.68213 0.10 -0.06 0.14 0.207
H 2.27692 0.33832 2.78938 -0.19 0.19 0.30 0.213
H 0.58641 2.17459 2.21336 -0.06 -0.01 -0.19 0.190
H 0.08161 0.13975 -0.03030 0.03 0.16 0.31 0.197
H -2.24342 1.40046 0.92657 0.02 -0.86 -0.38 0.225
H -1.52947 1.98408 -0.61557 -0.15 -0.05 0.04 0.191
H -1.29377 2.74247 0.93798 0.48 0.14 -0.22 0.217
H 0.07766 -2.59703 -2.69710 -0.05 0.18 -0.07 0.465
H -1.31489 -1.87770 -2.73940 0.36 -0.12 0.06 0.492
O -0.86524 -2.72180 -2.57066 -0.26 -0.36 -0.03 -0.971
H -1.73670 -2.76078 0.10874 -0.27 0.41 -0.59 0.488
H -2.42762 -1.47932 -0.54930 0.27 -0.76 -0.03 0.473
O -1.92751 -1.81816 0.20250 0.03 0.35 0.66 -0.959
H -2.19020 0.43437 -1.85123 0.25 -0.09 -0.23 0.485
H -0.73261 0.12761 -2.23764 -0.27 0.06 0.06 0.483
O -1.64902 -0.03570 -2.50383 -0.07 0.27 0.13 -0.952
```
Positions in Å, forces in eV/Å.

No. 2
Entry from the Open Molecules 2025 dataset: the molecule C23H30N4O3S2 at a distorted geometry (wB97M-V/def2-TZVPD).

Computed properties:
E_HOMO = -0.3054 Eh
SMILES = CC[C@@H](C)NC(=O)CSc1nc2c(sc3ccccc32)c(=O)n1CCCN1CCOCC1
Kohn-Sham gap = 8.1664 eV
Energy relative to the best compared isomer or geometry (same formula, charge and spin) = 0.000 eV

The geometry in XYZ format:
```
62
Properties=species:S:1:pos:R:3:forces:R:3:nbo_charge:R:1
C -2.96996 -1.60343 2.41194 -0.16 0.15 -0.07 -0.606
C -4.07619 -1.15041 1.46696 0.18 -0.36 -0.01 -0.398
H -3.85133 -0.14909 1.08765 -0.08 0.10 -0.03 0.194
H -5.01938 -1.09559 2.01232 -0.07 0.09 -0.04 0.208
C -4.25569 -2.10076 0.27733 -0.32 0.07 0.06 -0.058
N -3.03592 -2.14884 -0.50306 -0.36 0.28 0.03 -0.641
C -2.28153 -3.25040 -0.64064 0.29 0.30 -0.43 0.666
O -2.58615 -4.35685 -0.25353 0.00 -0.48 0.17 -0.625
C -0.96649 -2.98438 -1.37837 0.11 0.16 0.32 -0.608
H -1.04804 -2.18447 -2.11097 -0.01 -0.07 -0.06 0.249
H -0.61947 -3.90796 -1.84014 -0.04 0.06 0.04 0.259
S 0.35979 -2.53896 -0.21362 0.14 -0.45 0.00 0.294
C 0.00658 -0.85633 0.13259 -0.44 -0.05 -0.51 0.341
N -0.94955 -0.28651 -0.53460 0.12 -0.06 -0.28 -0.569
C -1.26081 0.99032 -0.20866 0.76 0.35 0.91 0.171
C -0.59462 1.67355 0.79145 -0.47 0.09 -0.41 -0.345
C 0.48818 1.07812 1.51684 -0.19 -0.07 -0.11 0.644
O 1.14313 1.58516 2.40088 0.08 0.24 0.14 -0.602
N 0.74450 -0.25220 1.09786 -0.23 0.18 -0.03 -0.428
C 1.83547 -0.94427 1.76032 0.57 -0.34 0.26 -0.238
C 3.10158 -0.99347 0.90609 -0.03 0.35 -0.04 -0.439
C 3.58264 0.41683 0.51895 -0.09 -0.16 0.12 -0.209
N 4.86457 0.49372 -0.14219 0.10 -0.02 -0.09 -0.444
C 6.00555 0.13235 0.67681 0.25 0.13 -0.23 -0.252
C 7.27654 0.55008 -0.06587 -0.06 -0.01 0.40 -0.070
O 7.36217 -0.07713 -1.32450 0.09 -0.14 -0.01 -0.523
C 6.23753 0.23591 -2.11174 -0.37 -0.09 -0.18 -0.070
C 4.94025 -0.18858 -1.41967 0.32 0.16 -0.11 -0.253
H 4.08455 0.10340 -2.03200 -0.02 -0.04 -0.04 0.204
H 4.94430 -1.28655 -1.30727 -0.04 0.03 -0.05 0.167
H 6.36714 -0.29579 -3.05604 -0.05 0.07 0.02 0.191
H 6.20442 1.31950 -2.30023 -0.02 -0.09 -0.02 0.166
H 8.16765 0.24866 0.48724 -0.05 0.06 0.01 0.192
H 7.27376 1.64277 -0.19360 0.01 -0.08 0.05 0.166
H 5.94336 0.66307 1.62837 0.03 -0.02 0.05 0.207
H 6.05506 -0.95303 0.87172 0.01 0.05 0.05 0.165
H 2.85054 0.87517 -0.15458 -0.04 0.04 0.10 0.191
H 3.63911 1.03598 1.41833 -0.09 0.02 -0.04 0.211
H 2.91639 -1.58300 0.00664 0.10 -0.06 0.03 0.210
H 3.87166 -1.49646 1.49178 0.02 -0.10 0.00 0.217
H 1.50793 -1.95786 2.00908 -0.02 0.15 0.08 0.223
H 2.03168 -0.38590 2.67938 -0.09 -0.19 -0.13 0.255
S -1.21622 3.27131 1.06556 -0.02 -0.12 -0.09 0.446
C -2.40928 3.02763 -0.18737 0.28 -0.33 0.09 -0.169
C -3.37668 3.93878 -0.58851 -0.08 0.07 -0.04 -0.225
C -4.24689 3.57593 -1.59544 0.06 0.11 0.11 -0.177
C -4.15847 2.32462 -2.20687 -0.02 -0.15 -0.10 -0.226
C -3.19980 1.41694 -1.81676 0.05 0.00 0.04 -0.193
C -2.31518 1.76047 -0.79398 -0.21 0.47 0.03 -0.049
H -3.11608 0.45175 -2.29291 -0.02 -0.11 -0.09 0.221
H -4.85023 2.06973 -2.99538 -0.05 -0.03 -0.07 0.220
H -5.00683 4.27117 -1.91801 -0.06 0.07 -0.02 0.218
H -3.43918 4.90656 -0.11678 -0.05 0.13 0.03 0.225
H -2.62223 -1.25916 -0.76016 0.11 -0.29 0.00 0.425
C -5.41503 -1.65454 -0.61150 0.15 -0.23 0.17 -0.605
H -5.50470 -2.31503 -1.47012 -0.04 -0.04 -0.10 0.216
H -5.25057 -0.63791 -0.96400 -0.01 0.13 -0.05 0.201
H -6.34696 -1.68177 -0.05405 -0.15 0.05 0.05 0.211
H -4.43163 -3.12040 0.63604 0.02 0.15 -0.02 0.227
H -3.18191 -2.59807 2.79662 0.03 -0.12 0.07 0.212
H -2.01131 -1.63851 1.89854 0.13 -0.04 -0.02 0.195
H -2.88089 -0.91720 3.25080 0.06 0.03 0.11 0.213
```
Positions in Å, forces in eV/Å.